Formula: C44H121N11O11
Source: the Open Molecules 2025 dataset
Level of theory: ωB97M-V/def2-TZVPD

SMILES string: COC[C@H](C)N.COC[C@H](C)N.COC[C@H](C)N.COC[C@H](C)N.COC[C@H](C)N.COC[C@H](C)N.COC[C@H](C)N.COC[C@H](C)N.COC[C@H](C)N.COC[C@H](C)N.COC[C@H](C)N
Energy relative to the best compared isomer or geometry (same formula, charge and spin) in kcal/mol: 140.7
Total charge: 0
E_tot in eV: -86493.1352
HOMO-LUMO gap in eV: 9.18

Last columns: bonded neighbours and bond lengths (Å).
CARTESIAN COORDINATES (ANGSTROEM)
1 C -2.781 -1.895 4.803  O2 1.489, H7 1.090, H8 1.090, H9 1.090
2 O -3.242 -1.583 3.422  C1 1.489, C3 1.469
3 C -4.667 -1.646 3.075  O2 1.469, C4 1.570, H10 1.090, H11 1.090
4 C -5.481 -0.549 3.849  C3 1.570, C5 1.500, N6 1.405, H12 1.090
5 C -6.957 -0.771 3.706  C4 1.500, H13 1.090, H14 1.090, H15 1.090
6 N -5.135 0.719 3.355  C4 1.405, H16 1.010, H17 1.010
7 H -1.701 -2.045 4.777  C1 1.090
8 H -3.209 -2.789 5.257  C1 1.090
9 H -2.867 -1.038 5.471  C1 1.090
10 H -4.710 -1.446 2.004  C3 1.090
11 H -5.062 -2.656 3.186  C3 1.090
12 H -5.114 -0.778 4.850  C4 1.090
13 H -7.460 -0.107 4.409  C5 1.090
14 H -7.206 -1.754 4.106  C5 1.090
15 H -7.247 -0.643 2.663  C5 1.090
16 H -4.159 0.647 3.106  N6 1.010
17 H -5.554 0.733 2.436  N6 1.010
18 C 2.307 1.049 4.127  O19 1.429, H24 1.090, H25 1.090, H26 1.090
19 O 2.678 0.721 5.468  C18 1.429, C20 1.479
20 C 1.631 -0.158 6.034  O19 1.479, C21 1.537, H27 1.090, H28 1.090
21 C 1.956 -0.609 7.467  C20 1.537, C22 1.529, N23 1.450, H29 1.090
22 C 0.896 -1.635 7.870  C21 1.529, H30 1.090, H31 1.090, H32 1.090
23 N 1.950 0.502 8.398  C21 1.450, H33 1.010, H34 1.010
24 H 1.251 1.239 3.938  C18 1.090
25 H 2.620 0.263 3.440  C18 1.090
26 H 2.773 1.995 3.851  C18 1.090
27 H 0.692 0.392 6.093  C20 1.090
28 H 1.585 -0.978 5.317  C20 1.090
29 H 2.889 -1.153 7.612  C21 1.090
30 H -0.115 -1.229 7.830  C22 1.090
31 H 1.120 -1.872 8.910  C22 1.090
32 H 0.890 -2.590 7.344  C22 1.090
33 H 2.460 1.278 8.002  N23 1.010
34 H 1.037 0.917 8.285  N23 1.010
35 C -2.869 3.125 -3.334  O36 1.423, H41 1.090, H42 1.090, H43 1.090
36 O -2.680 3.545 -1.988  C35 1.423, C37 1.423
37 C -2.987 2.606 -0.964  O36 1.423, C38 1.557, H44 1.090, H45 1.090
38 C -3.249 3.333 0.388  C37 1.557, C39 1.497, N40 1.430, H46 1.090
39 C -2.154 4.185 0.952  C38 1.497, H47 1.090, H48 1.090, H49 1.090
40 N -3.647 2.386 1.383  C38 1.430, H50 1.010, H51 1.010
41 H -3.880 2.801 -3.584  C35 1.090
42 H -2.208 2.277 -3.515  C35 1.090
43 H -2.656 3.995 -3.955  C35 1.090
44 H -3.862 2.083 -1.349  C37 1.090
45 H -2.210 1.871 -0.757  C37 1.090
46 H -4.157 3.911 0.218  C38 1.090
47 H -1.236 3.728 1.320  C39 1.090
48 H -2.593 4.840 1.704  C39 1.090
49 H -1.788 4.913 0.228  C39 1.090
50 H -4.484 2.023 0.951  N40 1.010
51 H -3.990 2.887 2.190  N40 1.010
52 C 1.358 -3.651 0.068  O53 1.460, H58 1.090, H59 1.090, H60 1.090
53 O 0.877 -4.358 -1.116  C52 1.460, C54 1.470
54 C 0.632 -3.447 -2.243  O53 1.470, C55 1.586, H61 1.090, H62 1.090
55 C -0.625 -2.480 -2.203  C54 1.586, C56 1.556, N57 1.437, H63 1.090
56 C -1.897 -3.366 -2.335  C55 1.556, H64 1.090, H65 1.090, H66 1.090
57 N -0.646 -1.618 -3.352  C55 1.437, H67 1.010, H68 1.010
58 H 1.286 -4.313 0.931  C52 1.090
59 H 0.862 -2.739 0.400  C52 1.090
60 H 2.369 -3.281 -0.101  C52 1.090
61 H 1.517 -2.842 -2.443  C54 1.090
62 H 0.391 -4.098 -3.083  C54 1.090
63 H -0.832 -1.906 -1.300  C55 1.090
64 H -1.891 -3.908 -3.281  C56 1.090
65 H -2.831 -2.810 -2.250  C56 1.090
66 H -1.916 -4.100 -1.530  C56 1.090
67 H -0.215 -1.992 -4.186  N57 1.010
68 H -1.629 -1.504 -3.555  N57 1.010
69 C 3.908 3.116 0.984  O70 1.466, H75 1.090, H76 1.090, H77 1.090
70 O 4.157 4.535 1.254  C69 1.466, C71 1.407
71 C 3.788 5.423 0.227  O70 1.407, C72 1.559, H78 1.090, H79 1.090
72 C 4.201 6.849 0.700  C71 1.559, C73 1.533, N74 1.454, H80 1.090
73 C 3.584 7.990 -0.117  C72 1.533, H81 1.090, H82 1.090, H83 1.090
74 N 5.631 7.108 0.750  C72 1.454, H84 1.010, H85 1.010
75 H 4.811 2.659 0.579  C69 1.090
76 H 3.026 2.900 0.381  C69 1.090
77 H 3.882 2.593 1.940  C69 1.090
78 H 4.080 5.171 -0.793  C71 1.090
79 H 2.715 5.351 0.048  C71 1.090
80 H 3.769 6.898 1.700  C72 1.090
81 H 3.632 7.712 -1.170  C73 1.090
82 H 4.165 8.896 0.059  C73 1.090
83 H 2.550 8.287 0.060  C73 1.090
84 H 5.953 7.267 -0.194  N74 1.010
85 H 6.099 6.302 1.139  N74 1.010
86 C -3.647 -0.632 -0.627  O87 1.420, H92 1.090, H93 1.090, H94 1.090
87 O -5.057 -0.643 -0.787  C86 1.420, C88 1.435
88 C -5.590 -1.324 -1.933  O87 1.435, C89 1.542, H95 1.090, H96 1.090
89 C -5.090 -0.802 -3.295  C88 1.542, C90 1.571, N91 1.446, H97 1.090
90 C -5.551 0.608 -3.812  C89 1.571, H98 1.090, H99 1.090, H100 1.090
91 N -5.328 -1.756 -4.354  C89 1.446, H101 1.010, H102 1.010
92 H -3.161 -0.086 -1.436  C86 1.090
93 H -3.306 -1.619 -0.316  C86 1.090
94 H -3.278 -0.070 0.232  C86 1.090
95 H -5.368 -2.389 -1.867  C88 1.090
96 H -6.677 -1.332 -2.011  C88 1.090
97 H -4.011 -0.645 -3.329  C89 1.090
98 H -6.617 0.555 -4.032  C90 1.090
99 H -4.990 1.071 -4.625  C90 1.090
100 H -5.517 1.355 -3.019  C90 1.090
101 H -6.334 -1.836 -4.397  N91 1.010
102 H -5.107 -1.345 -5.249  N91 1.010
103 C 1.346 2.284 -6.194  O104 1.410, H109 1.090, H110 1.090, H111 1.090
104 O 1.971 2.321 -7.458  C103 1.410, C105 1.408
105 C 1.835 1.173 -8.261  O104 1.408, C106 1.553, H112 1.090, H113 1.090
106 C 2.423 1.365 -9.686  C105 1.553, C107 1.506, N108 1.449, H114 1.090
107 C 3.916 1.558 -9.694  C106 1.506, H115 1.090, H116 1.090, H117 1.090
108 N 1.818 2.467 -10.408  C106 1.449, H118 1.010, H119 1.010
109 H 1.109 3.264 -5.781  C103 1.090
110 H 1.853 1.700 -5.426  C103 1.090
111 H 0.305 1.974 -6.285  C103 1.090
112 H 2.455 0.460 -7.719  C105 1.090
113 H 0.801 0.828 -8.265  C105 1.090
114 H 2.212 0.482 -10.288  C106 1.090
115 H 4.323 1.447 -10.699  C107 1.090
116 H 4.304 0.728 -9.104  C107 1.090
117 H 4.138 2.494 -9.180  C107 1.090
118 H 2.099 3.289 -9.894  N108 1.010
119 H 0.816 2.376 -10.318  N108 1.010
120 C 0.639 -4.299 4.334  O121 1.430, H126 1.090, H127 1.090, H128 1.090
121 O 1.889 -4.560 4.978  C120 1.430, C122 1.372
122 C 2.951 -3.838 4.494  O121 1.372, C123 1.534, H129 1.090, H130 1.090
123 C 4.274 -4.267 5.141  C122 1.534, C124 1.509, N125 1.460, H131 1.090
124 C 4.336 -3.805 6.576  C123 1.509, H132 1.090, H133 1.090, H134 1.090
125 N 5.468 -3.815 4.434  C123 1.460, H135 1.010, H136 1.010
126 H 0.006 -4.527 5.193  C120 1.090
127 H 0.455 -5.001 3.521  C120 1.090
128 H 0.499 -3.275 3.988  C120 1.090
129 H 3.037 -4.064 3.431  C122 1.090
130 H 2.820 -2.757 4.546  C122 1.090
131 H 4.378 -5.345 5.269  C123 1.090
132 H 4.450 -2.763 6.876  C124 1.090
133 H 5.138 -4.345 7.079  C124 1.090
134 H 3.410 -4.166 7.025  C124 1.090
135 H 6.270 -4.257 4.861  N125 1.010
136 H 5.544 -2.814 4.545  N125 1.010
137 C -0.271 -0.585 2.161  O138 1.432, H143 1.090, H144 1.090, H145 1.090
138 O 0.622 -0.246 1.094  C137 1.432, C139 1.470
139 C 0.232 0.724 0.061  O138 1.470, C140 1.504, H146 1.090, H147 1.090
140 C 1.385 0.982 -0.870  C139 1.504, C141 1.568, N142 1.474, H148 1.090
141 C 1.148 2.045 -1.998  C140 1.568, H149 1.090, H150 1.090, H151 1.090
142 N 1.789 -0.178 -1.685  C140 1.474, H152 1.010, H153 1.010
143 H -0.767 -1.512 1.877  C137 1.090
144 H -0.997 0.222 2.264  C137 1.090
145 H 0.215 -0.698 3.131  C137 1.090
146 H -0.658 0.356 -0.450  C139 1.090
147 H -0.021 1.661 0.557  C139 1.090
148 H 2.224 1.202 -0.210  C140 1.090
149 H 0.368 1.699 -2.676  C141 1.090
150 H 2.023 2.118 -2.644  C141 1.090
151 H 0.816 3.017 -1.634  C141 1.090
152 H 1.149 -0.645 -2.312  N142 1.010
153 H 2.043 -0.972 -1.114  N142 1.010
154 C -2.640 -4.524 2.071  O155 1.377, H160 1.090, H161 1.090, H162 1.090
155 O -4.010 -4.573 1.941  C154 1.377, C156 1.392
156 C -4.587 -4.505 0.677  O155 1.392, C157 1.511, H163 1.090, H164 1.090
157 C -6.060 -4.843 0.694  C156 1.511, C158 1.585, N159 1.443, H165 1.090
158 C -6.259 -6.351 1.139  C157 1.585, H166 1.090, H167 1.090, H168 1.090
159 N -6.645 -4.530 -0.587  C157 1.443, H169 1.010, H170 1.010
160 H -2.012 -5.145 1.432  C154 1.090
161 H -2.461 -4.692 3.133  C154 1.090
162 H -2.291 -3.492 2.032  C154 1.090
163 H -4.471 -3.509 0.251  C156 1.090
164 H -4.001 -5.168 0.040  C156 1.090
165 H -6.529 -4.302 1.516  C157 1.090
166 H -5.744 -7.101 0.539  C158 1.090
167 H -7.300 -6.640 0.996  C158 1.090
168 H -5.951 -6.507 2.173  C158 1.090
169 H -6.401 -5.186 -1.315  N159 1.010
170 H -6.291 -3.654 -0.946  N159 1.010
171 C 8.389 3.541 -3.373  O172 1.422, H177 1.090, H178 1.090, H179 1.090
172 O 7.279 2.662 -3.511  C171 1.422, C173 1.439
173 C 6.586 2.131 -2.368  O172 1.439, C174 1.570, H180 1.090, H181 1.090
174 C 5.160 1.610 -2.771  C173 1.570, C175 1.484, N176 1.454, H182 1.090
175 C 4.446 2.695 -3.490  C174 1.484, H183 1.090, H184 1.090, H185 1.090
176 N 4.370 1.265 -1.600  C174 1.454, H186 1.010, H187 1.010
177 H 9.303 2.949 -3.320  C171 1.090
178 H 8.281 4.049 -2.415  C171 1.090
179 H 8.396 4.292 -4.163  C171 1.090
180 H 7.279 1.403 -1.946  C173 1.090
181 H 6.614 2.921 -1.617  C173 1.090
182 H 5.092 0.776 -3.469  C174 1.090
183 H 5.131 3.243 -4.137  C175 1.090
184 H 3.980 3.471 -2.883  C175 1.090
185 H 3.629 2.396 -4.146  C175 1.090
186 H 3.498 0.816 -1.839  N176 1.010
187 H 4.081 2.207 -1.380  N176 1.010

Atom charges from the Löwdin analysis, given in e for atoms 1 to 5: number 1, C, carries -0.06; number 2, O, carries -0.23; number 3, C, carries -0.15; number 4, C, carries -0.48; number 5, C, carries -0.06


Formula: C7H5O5S2
Source: the Open Molecules 2025 dataset
Level of theory: ωB97M-V/def2-TZVPD

Energy relative to the best compared isomer or geometry (same formula, charge and spin) in kcal/mol: 51.2
Total charge: -1
E_tot in eV: -39244.6610
HOMO-LUMO gap (alpha / beta) in eV: 8.37 / 8.37

Last columns: bonded neighbours and bond lengths (Å).
CARTESIAN COORDINATES (ANGSTROEM)
1 C 2.205 -1.651 -1.222  C2 1.385, C3 1.386, H15 1.083
2 C 1.243 -1.110 -2.059  C1 1.385, C4 1.391, H16 1.082
3 C 2.281 -1.262 0.105  C1 1.386, C5 1.392, H17 1.083
4 C 0.351 -0.160 -1.573  C2 1.391, C6 1.369, H18 1.076
5 C 1.388 -0.322 0.612  C3 1.392, C6 1.367, H19 1.078
6 C 0.458 0.184 -0.252  C4 1.369, C5 1.367
7 C -1.057 1.944 0.414  S13 1.788, S14 1.787
8 O -2.521 -0.038 -0.936  S14 1.443
9 O -2.035 2.410 2.868  S13 1.442
10 O -0.342 0.693 2.836  S13 1.446
11 O -3.706 1.850 -0.006  S14 1.441
12 O -2.493 0.298 1.567  S13 1.666, S14 1.673
13 S -1.359 1.401 2.091  C7 1.788, O9 1.442, O10 1.446, O12 1.666, S14 2.385
14 S -2.537 1.011 0.054  C7 1.787, O8 1.443, O11 1.441, O12 1.673, S13 2.385
15 H 2.902 -2.387 -1.604  C1 1.083
16 H 1.189 -1.424 -3.094  C2 1.082
17 H 3.040 -1.687 0.750  C3 1.083
18 H -0.411 0.271 -2.199  C4 1.076
19 H 1.405 -0.020 1.648  C5 1.078

Atom charges from the natural (NBO) analysis, given in e for atoms 1 to 5: number 1, C, carries -0.24; number 2, C, carries -0.22; number 3, C, carries -0.23; number 4, C, carries -0.30; number 5, C, carries -0.25


> The lowest total charge belongs to which entry?

C7H5O5S2


> Which of these has the highest total charge?

C44H121N11O11


> Which formula does entry 1 have?

C44H121N11O11


> Which of these has the lowest total charge?

C7H5O5S2